(1)
{
  "formula": "C7H10",
  "method": "ωB97M-V/def2-TZVPD",
  "species": ["C", "C", "C", "C", "C", "C", "C", "H", "H", "H", "H", "H", "H", "H", "H", "H", "H"],
  "positions_angstrom": [[1.579, -0.351, 1.195], [1.232, 0.840, 0.289], [1.304, -0.635, -0.224], [0.008, -1.245, -0.601], [-1.147, -0.726, -0.183], [-1.196, 0.577, 0.576], [-0.027, 1.507, 0.485], [2.605, -0.367, 1.550], [0.836, -0.650, 1.929], [2.094, 1.460, 0.048], [2.160, -0.860, -0.855], [0.032, -2.134, -1.227], [-2.093, -1.184, -0.466], [-1.994, 0.755, -2.272], [-2.126, 1.116, 0.358], [-1.250, 0.400, 1.668], [-2.016, 1.498, -2.269]],
  "mulliken_charge": [-0.666, 0.032, 0.005, -0.244, -0.711, -0.507, -0.885, 0.256, 0.230, 0.430, 0.409, 0.405, 0.435, -0.120, 0.447, 0.354, 0.129]
}



(2)
{
  "formula": "C7H10",
  "method": "ωB97M-V/def2-TZVPD",
  "species": ["C", "C", "C", "C", "C", "C", "C", "H", "H", "H", "H", "H", "H", "H", "H", "H", "H"],
  "positions_angstrom": [[-0.863, 2.106, -0.132], [-0.646, 1.322, 0.760], [-0.442, -0.107, 0.420], [1.003, -0.571, 0.489], [2.028, 0.437, -0.030], [-1.286, -0.505, -0.810], [-1.524, -1.111, 0.540], [-0.982, 2.492, -1.113], [1.068, -1.495, -0.095], [1.247, -0.831, 1.526], [1.801, 0.743, -1.056], [3.039, 0.014, -0.020], [2.038, 1.341, 0.586], [-2.081, 0.141, -1.196], [-0.763, -1.037, -1.595], [-1.209, -2.134, 0.679], [-2.429, -0.805, 1.048]],
  "mulliken_charge": [-0.075, -1.014, 1.226, -0.522, -1.242, -0.866, -0.677, 0.395, 0.341, 0.256, 0.299, 0.388, 0.341, 0.360, 0.245, 0.273, 0.273],
  "smiles": "C#CC1(CC)CC1"
}



(3)
{
  "formula": "C7H10",
  "method": "ωB97M-V/def2-TZVPD",
  "species": ["C", "C", "C", "C", "C", "C", "C", "H", "H", "H", "H", "H", "H", "H", "H", "H", "H"],
  "positions_angstrom": [[-2.942, -0.222, 0.305], [-1.791, -0.776, -0.082], [-0.501, -0.116, -0.226], [-0.071, 1.350, -0.309], [0.617, 0.346, 0.512], [2.037, -0.140, 0.676], [2.745, -0.624, -0.332], [-3.952, -0.830, 0.055], [-2.732, 0.821, 0.452], [-1.763, -1.851, -0.435], [-0.023, -0.850, -0.981], [0.241, 2.025, -1.314], [-0.639, 2.150, 0.120], [-0.035, 0.323, 1.465], [2.513, -0.364, 1.979], [3.730, -0.568, -0.010], [2.567, -0.674, -1.875]],
  "mulliken_charge": [-0.661, -0.347, 0.161, -0.885, 0.414, -0.223, -0.737, 0.236, 0.278, 0.211, 0.079, 0.168, 0.270, 0.238, 0.215, 0.372, 0.211]
}



(4)
{
  "formula": "C7H10",
  "method": "ωB97M-V/def2-TZVPD",
  "species": ["C", "C", "C", "C", "C", "C", "C", "H", "H", "H", "H", "H", "H", "H", "H", "H", "H"],
  "positions_angstrom": [[-1.263, -1.988, -0.999], [-1.357, -1.159, 0.029], [-1.188, 0.309, -0.065], [0.070, 0.784, -0.004], [0.224, 2.313, -0.004], [1.349, 0.094, 0.195], [1.679, -1.027, 0.868], [-0.954, -1.701, -2.000], [-1.310, -3.057, -0.789], [-1.625, -1.555, 1.005], [-2.014, 0.936, -0.332], [-0.057, 2.750, -0.979], [1.210, 2.759, 0.210], [-0.473, 2.775, 0.713], [2.152, 0.820, -0.042], [2.370, -1.122, 1.682], [1.186, -1.931, 0.511]],
  "mulliken_charge": [-0.548, -0.445, -0.285, 0.724, -1.498, -0.373, -0.641, 0.277, 0.282, 0.308, 0.380, 0.298, 0.381, 0.324, 0.274, 0.273, 0.270],
  "smiles": "C=C/C=C(/C)C=C"
}



(5)
{
  "formula": "C7H10",
  "method": "ωB97M-V/def2-TZVPD",
  "species": ["C", "C", "C", "C", "C", "C", "C", "H", "H", "H", "H", "H", "H", "H", "H", "H", "H"],
  "positions_angstrom": [[1.986, 0.076, 2.453], [1.685, 0.316, 1.312], [1.321, 0.562, -0.102], [0.522, -0.555, -0.770], [-0.722, -0.220, -1.713], [-0.905, -0.779, -0.375], [-1.591, 0.157, 0.592], [2.259, -0.154, 3.461], [0.747, 1.494, -0.157], [2.245, 0.727, -0.662], [0.858, -0.935, -1.709], [-0.923, -0.909, -2.543], [-0.831, 0.824, -1.944], [-1.263, -1.797, -0.309], [-2.664, 0.114, 0.372], [-1.432, -0.124, 1.630], [-1.292, 1.202, 0.465]],
  "mulliken_charge": [0.037, -0.399, -0.797, -0.174, -0.864, 0.296, -1.378, 0.406, 0.301, 0.354, 0.322, 0.289, 0.261, 0.365, 0.387, 0.317, 0.278],
  "smiles": "C#CC[C@@H]1C[C@@H]1C"
}



(6)
{
  "formula": "C7H10",
  "method": "ωB97M-V/def2-TZVPD",
  "species": ["C", "C", "C", "C", "C", "C", "C", "H", "H", "H", "H", "H", "H", "H", "H", "H", "H"],
  "positions_angstrom": [[-1.208, -1.411, 0.095], [-0.347, -0.738, -0.956], [-0.190, 0.747, -0.922], [-0.415, 1.574, 0.196], [1.137, -0.596, -0.711], [1.626, -0.405, 0.546], [1.516, 0.361, 1.548], [-2.266, -1.182, -0.076], [-1.082, -2.498, 0.049], [-0.940, -1.085, 1.104], [-0.556, -1.118, -1.957], [0.156, 1.213, -1.841], [0.684, 1.290, 1.020], [-0.356, 2.650, 0.025], [-1.170, 1.264, 0.918], [1.787, -0.561, -1.582], [1.713, 0.383, 2.607]],
  "mulliken_charge": [-1.401, 0.555, -0.196, -1.104, -0.353, -0.188, -0.703, 0.334, 0.346, 0.315, 0.399, 0.339, 0.236, 0.378, 0.302, 0.407, 0.334]
}



For each record above, in turn, the calculated gap between HOMO and LUMO values are 8.34, 9.52, 9.73, 8.42, 9.95, 9.97 eV.